[1]
Here is an isolated molecule of C5H3NO at a distorted geometry from the OMol25 dataset. Energies are from ωB97M-V with the def2-TZVPD basis set.

XYZ file:
```
10
Properties=species:S:1:pos:R:3:forces:R:3:lowdin_charge:R:1
C -0.234 2.114 0.842 0.2 0.4 -0.1 0.13
C 0.465 1.501 0.076 -0.9 -0.2 0.7 -0.06
C 0.483 0.110 -0.263 0.1 -0.4 0.0 -0.26
C -0.123 -0.531 -1.371 0.1 -0.3 -0.2 -0.10
N -0.419 -1.774 -1.102 0.1 0.2 -0.3 0.07
O -0.023 -1.985 0.200 0.2 -0.2 0.1 -0.03
C 0.491 -0.857 0.692 0.1 -0.1 -0.2 -0.07
H -1.017 2.359 1.516 0.1 0.8 0.1 0.05
H -0.383 -0.101 -2.330 0.1 -0.2 0.1 0.13
H 0.760 -0.834 1.741 0.0 -0.1 -0.3 0.14
```
Forces are in eV/Å.

Values from the calculation:
- E_LUMO: 0.4 eV
- M: 93.1 g/mol
- Orbital gap: 0.3564 Ha
- ΔE to the lowest compared entry with this formula, charge and spin: 84.6 kcal/mol



[2]
Here is the ion C2H4NO2 with charge +1 at a distorted geometry from the OMol25 dataset. Energies are from ωB97M-V with the def2-TZVPD basis set.

XYZ file:
```
9
Properties=species:S:1:pos:R:3:forces:R:3:lowdin_charge:R:1
C 1.562 -0.513 -0.087 -4.7 -1.3 0.8 -0.07
C 0.293 0.236 -0.500 1.9 -3.0 -2.0 -0.32
N -1.101 -0.141 0.377 2.5 -2.1 3.6 0.21
O 2.663 -0.572 0.227 2.5 0.2 -0.6 0.25
O 0.770 1.332 -0.080 -0.2 3.9 1.0 0.20
H -0.034 0.191 -1.610 0.3 -0.1 1.5 0.22
H -1.202 -1.067 1.087 0.7 3.0 -2.5 0.27
H -1.745 -0.197 -0.333 -2.6 -0.3 -1.8 0.09
H -1.206 0.731 0.919 -0.3 -0.5 0.0 0.15
```
Forces are in eV/Å.

Values from the calculation:
- E_LUMO (alpha / beta): -4.4 / -8.6 eV
- Charge: +1
- M: 74.1 g/mol
- Orbital gap (alpha / beta): 0.2768 / 0.3324 Ha
- 2S+1: 3
- ΔE to the lowest compared entry with this formula, charge and spin: 64.9 kcal/mol



[3]
Here is an isolated molecule of C4H9NO at a distorted geometry from the OMol25 dataset. Energies are from ωB97M-V with the def2-TZVPD basis set.

XYZ file:
```
15
Properties=species:S:1:pos:R:3:forces:R:3:lowdin_charge:R:1
C -0.413 1.355 0.588 -0.5 -1.1 0.2 -0.06
C 0.536 -0.017 0.070 -1.8 1.7 1.0 -0.25
C 0.909 -0.893 1.261 0.0 0.3 0.1 -0.08
C -0.106 -0.858 -1.027 -0.1 0.3 0.1 -0.52
N -0.947 -0.154 -1.848 0.1 0.0 -0.3 0.15
O 0.019 -2.070 -1.135 0.1 0.9 0.4 0.05
H -1.404 0.958 0.665 -0.8 0.2 0.5 0.05
H -0.462 2.279 -0.052 0.4 -1.3 0.0 0.08
H -0.030 1.717 1.556 -0.1 -0.6 -0.3 0.07
H 1.027 0.904 -0.170 2.9 -1.0 -1.4 0.09
H 1.322 -1.876 0.992 -0.1 0.5 -0.3 0.08
H 1.611 -0.402 1.937 -0.1 0.0 0.0 0.07
H -0.025 -1.102 1.799 0.2 0.0 0.1 0.09
H -0.746 0.823 -1.989 -0.2 0.0 0.0 0.09
H -1.291 -0.665 -2.645 0.1 0.0 -0.1 0.11
```
Forces are in eV/Å.

Values from the calculation:
- E_LUMO: 0.8 eV
- M: 87.1 g/mol
- Orbital gap: 0.3924 Ha
- ΔE to the lowest compared entry with this formula, charge and spin: 42.7 kcal/mol



[4]
Here is a cluster of 2 separate species, C5H6N in total at a distorted geometry from the OMol25 dataset. Energies are from ωB97M-V with the def2-TZVPD basis set.

XYZ file:
```
12
Properties=species:S:1:pos:R:3:forces:R:3:lowdin_charge:R:1
C -3.710 -0.539 0.122 -0.8 -0.6 -0.5 0.03
C 1.128 0.283 0.460 -1.2 -0.5 -0.3 0.02
C 3.505 -0.709 -0.120 -1.1 1.5 0.5 0.27
C 2.424 -0.200 0.151 -0.4 -0.5 0.3 -0.02
C 0.045 0.644 -0.408 0.0 -0.5 0.8 -0.07
N -2.638 -0.154 -0.004 -1.1 -0.3 0.4 0.08
H -4.731 -0.990 0.113 1.3 0.7 0.2 0.11
H 0.601 0.345 1.443 2.1 -0.1 0.2 0.16
H 4.538 -0.958 -0.299 -0.4 -0.3 -0.1 0.09
H -0.953 0.150 0.045 1.3 0.3 -0.8 0.08
H 0.112 0.508 -1.469 0.2 0.3 -0.4 0.10
H -0.321 1.621 -0.034 0.1 0.1 -0.3 0.15
```
Forces are in eV/Å.

Values from the calculation:
- E_LUMO: -6.7 eV
- Charge: +1
- M: 80.1 g/mol
- Orbital gap: 0.3346 Ha
- ΔE to the lowest compared entry with this formula, charge and spin: 116.1 kcal/mol



[5]
Here is a structure of composition C33H68AlN4O6S at a distorted geometry from the OMol25 dataset. Energies are from ωB97M-V with the def2-TZVPD basis set.

XYZ file:
```
113
Properties=species:S:1:pos:R:3:forces:R:3:lowdin_charge:R:1
C -0.454 2.745 7.726 -1.2 -0.5 0.2 -0.11
C -1.508 1.579 7.844 1.3 -0.2 -0.1 -0.26
C -1.375 0.560 6.688 -0.6 -0.2 -0.2 -0.22
C -2.245 0.874 5.436 0.5 0.5 0.3 -0.22
C -2.370 2.376 5.080 -1.3 -0.5 0.0 -0.29
C -3.401 2.505 3.919 0.3 0.1 -0.6 -0.27
Al -2.543 2.322 2.074 -0.3 0.7 1.1 0.28
C -1.063 3.704 1.882 0.2 -0.5 0.1 -0.18
C 0.317 3.163 1.509 -0.4 0.9 0.5 -0.28
C 1.432 3.890 1.955 -0.1 0.0 0.1 -0.08
C 2.710 3.468 1.684 1.0 0.2 0.1 -0.11
C 2.946 2.312 0.947 -0.4 0.4 0.2 -0.08
C 1.846 1.604 0.494 0.8 -1.2 -0.6 -0.27
C 2.128 0.352 -0.337 -0.3 0.2 0.1 -0.05
C 0.548 2.008 0.778 -0.2 0.0 -0.2 -0.03
N -3.967 2.855 0.807 1.5 -1.3 -1.1 0.05
C -3.603 2.446 -0.262 -1.7 1.2 -0.1 -0.93
S -3.435 2.121 -1.853 0.3 -0.2 0.7 0.56
H 0.333 2.637 8.483 -0.1 0.0 -0.3 0.06
H -0.032 2.704 6.717 0.1 0.5 0.3 0.06
H -0.989 3.683 7.923 0.5 0.0 -0.3 0.06
H -1.255 1.053 8.779 -0.5 0.1 -0.2 0.09
H -2.536 1.959 7.879 0.3 -0.1 0.2 0.09
H -0.324 0.441 6.378 -0.2 0.1 0.3 0.11
H -1.718 -0.415 7.073 0.3 0.2 -0.2 0.07
H -1.834 0.365 4.550 -0.2 -0.1 0.3 0.10
H -3.262 0.490 5.605 0.2 0.1 -0.1 0.10
H -1.388 2.817 4.849 -0.2 -0.1 0.0 0.09
H -2.792 2.909 5.952 0.5 -0.1 -0.1 0.09
H -4.176 1.718 4.005 0.3 0.2 0.2 0.03
H -3.965 3.455 3.977 0.3 -0.2 0.0 0.04
H -2.059 0.813 1.848 0.0 -0.2 -0.2 -0.04
H -0.940 4.172 2.879 -0.1 -0.1 -0.3 0.05
H -1.340 4.535 1.209 0.1 -0.4 0.1 0.07
H 1.277 4.799 2.538 0.0 -0.2 -0.1 0.10
H 3.561 4.054 2.040 -0.2 -0.1 0.0 0.09
H 3.954 1.960 0.731 -0.2 0.1 0.0 0.09
H 3.200 0.111 -0.349 -0.3 0.2 0.0 0.05
H 1.798 0.543 -1.369 0.1 -0.3 0.2 0.08
H 1.617 -0.533 0.067 -0.1 0.3 -0.2 0.08
H -0.294 1.408 0.431 0.2 0.1 0.1 0.08
C -2.087 -6.026 4.311 0.1 0.2 0.0 -0.12
O -1.936 -4.890 3.485 -0.1 -0.4 0.1 -0.19
C -2.761 -4.908 2.323 0.1 0.4 -0.3 -0.21
C -3.861 -3.866 2.414 0.0 -0.2 0.3 -0.21
N -4.855 -4.231 3.421 0.0 0.1 -0.1 -0.06
C -5.791 -3.157 3.755 0.0 -0.2 0.2 -0.20
C -5.223 -1.875 4.362 -0.3 0.2 -0.1 -0.22
O -4.694 -2.030 5.669 0.1 -0.1 -0.1 -0.18
C -3.363 -2.509 5.724 -0.1 0.0 0.2 -0.10
H -1.298 -5.998 5.062 0.0 0.1 0.0 0.09
H -3.051 -6.019 4.830 0.0 -0.2 0.0 0.07
H -1.987 -6.952 3.735 -0.1 0.0 0.0 0.08
H -3.170 -5.905 2.130 0.0 0.0 0.2 0.12
H -2.115 -4.647 1.479 0.0 0.0 0.0 0.12
H -4.352 -3.779 1.441 0.0 0.0 0.0 0.12
H -3.385 -2.907 2.645 0.1 0.0 -0.2 0.11
H -4.377 -4.508 4.268 0.0 0.0 0.0 0.06
H -6.503 -3.575 4.472 0.0 0.1 0.0 0.11
H -6.361 -2.900 2.856 0.1 0.1 0.0 0.12
H -6.056 -1.174 4.466 0.0 0.0 0.0 0.12
H -4.497 -1.382 3.706 0.1 -0.1 0.0 0.11
H -2.766 -2.169 4.874 0.0 -0.1 0.0 0.09
H -3.348 -3.602 5.791 0.2 0.0 -0.2 0.07
H -2.907 -2.128 6.637 -0.1 0.1 0.0 0.07
C -0.707 -2.904 -6.110 0.1 0.2 0.0 -0.11
O -0.534 -1.798 -6.976 -0.1 -0.3 0.0 -0.19
C -1.317 -1.865 -8.162 0.1 0.4 -0.2 -0.22
C -2.425 -0.827 -8.147 0.0 -0.2 0.3 -0.22
N -3.451 -1.160 -7.166 0.0 0.1 -0.1 -0.05
C -4.404 -0.081 -6.901 0.0 -0.2 0.1 -0.20
C -3.868 1.226 -6.315 -0.3 0.1 0.1 -0.23
O -3.390 1.116 -4.991 0.1 0.0 -0.3 -0.22
C -2.058 0.651 -4.867 -0.1 0.0 0.3 -0.11
H 0.056 -2.841 -5.335 0.0 0.1 0.0 0.09
H -1.688 -2.883 -5.625 0.0 -0.2 0.0 0.08
H -0.583 -3.850 -6.646 -0.1 0.0 0.0 0.08
H -1.714 -2.870 -8.333 -0.1 0.0 0.2 0.12
H -0.643 -1.632 -8.993 0.0 0.0 0.0 0.12
H -2.883 -0.778 -9.140 0.0 0.0 0.0 0.12
H -1.961 0.144 -7.935 0.1 0.0 -0.2 0.10
H -3.003 -1.404 -6.292 0.0 0.0 0.0 0.07
H -5.138 -0.480 -6.197 0.0 0.1 0.0 0.12
H -4.944 0.141 -7.829 0.1 0.0 0.0 0.11
H -4.711 1.922 -6.265 0.0 0.0 0.0 0.12
H -3.121 1.705 -6.961 0.1 -0.1 0.0 0.11
H -1.428 0.972 -5.702 0.0 -0.1 -0.1 0.09
H -2.036 -0.438 -4.772 0.2 0.0 -0.1 0.07
H -1.647 1.062 -3.945 -0.1 0.0 0.0 0.06
C 8.430 -1.206 -4.574 -0.1 0.0 0.2 -0.12
O 8.614 -0.854 -3.216 0.1 0.0 -0.3 -0.19
C 9.419 0.305 -3.025 0.0 0.0 0.5 -0.22
C 8.587 1.471 -2.520 -0.2 -0.1 -0.3 -0.22
N 7.688 1.971 -3.554 0.0 0.0 0.1 -0.05
C 6.673 2.907 -3.068 0.0 -0.1 -0.2 -0.20
C 5.663 2.402 -2.036 -0.2 0.4 0.0 -0.23
O 4.754 1.436 -2.532 0.3 -0.1 0.2 -0.18
C 5.246 0.108 -2.537 -0.3 0.1 -0.2 -0.10
H 7.961 -2.189 -4.601 0.0 0.0 0.1 0.09
H 7.769 -0.498 -5.084 0.1 0.0 -0.1 0.08
H 9.387 -1.262 -5.103 0.0 0.0 0.0 0.09
H 9.970 0.572 -3.931 -0.1 0.0 -0.1 0.12
H 10.152 0.051 -2.254 0.0 0.0 0.0 0.12
H 9.256 2.279 -2.207 0.0 0.0 0.0 0.12
H 8.036 1.122 -1.638 0.1 0.0 0.1 0.10
H 7.215 1.187 -3.983 0.0 0.0 0.0 0.06
H 6.110 3.238 -3.944 0.0 0.1 0.1 0.12
H 7.178 3.790 -2.665 0.0 0.0 0.1 0.12
H 5.048 3.258 -1.747 0.0 0.0 0.0 0.12
H 6.140 2.050 -1.114 0.1 -0.1 -0.1 0.11
H 5.934 -0.086 -1.710 0.1 0.0 -0.1 0.09
H 5.727 -0.112 -3.494 0.2 -0.2 0.1 0.07
H 4.394 -0.568 -2.440 0.0 0.1 0.0 0.08
```
Forces are in eV/Å.

Values from the calculation:
- E_LUMO: 2.2 eV
- Charge: -1
- M: 676.0 g/mol
- Orbital gap: 0.2668 Ha



[6]
Here is a structure of composition C4H8NS at a distorted geometry from the OMol25 dataset. Energies are from ωB97M-V with the def2-TZVPD basis set.

XYZ file:
```
14
Properties=species:S:1:pos:R:3:forces:R:3:lowdin_charge:R:1
C 2.979 0.473 -0.803 -2.3 -1.3 0.4 -0.32
C 1.100 0.043 -0.945 0.0 3.4 1.0 -0.17
C -0.217 -0.445 -0.267 3.7 -2.6 -1.6 -0.07
C -2.397 0.027 0.744 0.6 1.8 0.8 0.01
N -1.142 0.368 0.051 1.4 1.0 -0.2 -0.02
S 3.651 -0.317 0.493 1.5 0.8 -0.5 0.85
H 0.953 1.190 -0.935 0.1 -1.6 -1.1 0.08
H 1.364 -0.424 -1.897 -0.9 0.1 0.0 0.08
H -0.264 -1.585 -0.210 -0.8 1.7 0.2 0.17
H -2.234 0.644 1.719 -1.1 -1.6 -1.3 0.14
H -3.275 0.425 0.154 1.0 -0.7 0.8 0.12
H -2.343 -1.071 0.855 -0.6 0.7 0.3 0.10
H -0.749 1.342 -0.047 -1.5 -0.8 0.2 0.19
H 2.571 -0.671 1.088 -1.2 -0.9 1.1 -0.16
```
Forces are in eV/Å.

Values from the calculation:
- E_LUMO: -5.1 eV
- Charge: +1
- M: 102.2 g/mol
- Orbital gap: 0.3102 Ha
- ΔE to the lowest compared entry with this formula, charge and spin: 117.1 kcal/mol